{"formula": "C27H41Cl51NO6P2", "method": "ωB97M-V/def2-TZVPD", "e_homo_ev": -11.755, "spin_multiplicity": 1, "fmax_ev_per_a": 3.72, "lumo_ha": -0.158, "charge": 1, "energy_ha": -25711.70190, "symbols": ["C", "C", "P", "C", "C", "C", "C", "C", "C", "C", "O", "C", "O", "N", "O", "P", "O", "O", "O", "H", "H", "H", "H", "H", "H", "H", "H", "H", "H", "H", "H", "H", "H", "H", "H", "H", "H", "H", "H", "H", "H", "H", "H", "C", "Cl", "Cl", "Cl", "H", "C", "Cl", "Cl", "Cl", "H", "C", "Cl", "Cl", "Cl", "H", "C", "Cl", "Cl", "Cl", "H", "C", "Cl", "Cl", "Cl", "H", "C", "Cl", "Cl", "Cl", "H", "C", "Cl", "Cl", "Cl", "H", "C", "Cl", "Cl", "Cl", "H", "C", "Cl", "Cl", "Cl", "H", "C", "Cl", "Cl", "Cl", "H", "C", "Cl", "Cl", "Cl", "H", "C", "Cl", "Cl", "Cl", "H", "C", "Cl", "Cl", "Cl", "H", "C", "Cl", "Cl", "Cl", "H", "C", "Cl", "Cl", "Cl", "H", "C", "Cl", "Cl", "Cl", "H", "C", "Cl", "Cl", "Cl", "H"], "xyz": [[-5.6385, 0.8317, 0.2103], [-5.2939, 0.1091, -1.1071], [-3.5601, -0.5050, -1.1791], [-2.8381, -0.3663, 0.4899], [-3.4288, -1.4058, 1.4910], [-2.4024, -1.7342, 2.5888], [-2.1691, -0.4626, 3.4353], [-0.6900, -0.3051, 3.8308], [0.1487, 0.2681, 2.6894], [-0.2619, 1.7170, 2.3396], [0.7780, 2.4910, 1.8799], [1.6366, 2.8684, 2.9328], [-3.4449, -2.1140, -1.6111], [-2.0250, -2.3988, -1.5167], [-1.8528, -3.1919, -0.7436], [-2.5022, 0.6435, -2.7356], [-1.7863, -0.2439, -3.6264], [-3.5839, 1.4478, -3.6555], [-1.4395, 1.6394, -2.0617], [-4.9150, 1.5722, 0.5007], [-5.8461, 0.1308, 1.0019], [-6.5705, 1.3531, 0.0400], [-5.4778, 0.8247, -1.9449], [-5.9427, -0.7594, -1.1607], [-3.0178, 0.6255, 0.8762], [-1.7684, -0.5417, 0.4135], [-4.2490, -0.9099, 1.9935], [-3.8292, -2.2880, 1.0089], [-2.9069, -2.4375, 3.2351], [-1.4931, -2.1526, 2.1835], [-2.5477, 0.4440, 2.9778], [-2.6995, -0.5847, 4.3720], [-0.6930, 0.4260, 4.6375], [-0.2871, -1.2162, 4.2493], [-0.0015, -0.3583, 1.8118], [1.2005, 0.2290, 2.9373], [-0.7631, 2.1537, 3.2059], [-0.9728, 1.6492, 1.5204], [2.2860, 2.0399, 3.2227], [1.0120, 3.0928, 3.7951], [2.2342, 3.7191, 2.6763], [-4.2286, 0.7806, -3.8899], [-1.8154, 2.5242, -2.0690], [5.3920, 1.7854, 4.6210], [5.1779, 2.7927, 3.1927], [3.8650, 1.0195, 5.0762], [6.6258, 0.5654, 4.3191], [5.7104, 2.4094, 5.4380], [1.1591, 6.1184, 8.0109], [1.1156, 7.4213, 6.8224], [-0.4548, 5.4616, 8.2964], [2.2570, 4.8407, 7.4888], [1.5263, 6.5250, 8.9352], [-3.6315, -1.7740, -5.8996], [-4.4917, -0.6562, -6.9608], [-4.7366, -2.4314, -4.6777], [-2.8992, -3.0646, -6.8459], [-2.8440, -1.2297, -5.3927], [-4.9618, -0.7170, -10.6811], [-3.4676, -0.8249, -11.6149], [-5.4155, 0.9734, -10.4236], [-6.2605, -1.5953, -11.4856], [-4.7909, -1.1732, -9.7175], [-0.4779, -5.3813, -3.3539], [0.0386, -6.9970, -2.8702], [0.7103, -4.6381, -4.4223], [-2.0542, -5.4453, -4.1497], [-0.5640, -4.7755, -2.4670], [8.4872, 0.8808, 7.9792], [7.6456, 2.1675, 7.1022], [7.4214, 0.1583, 9.1828], [9.0600, -0.3397, 6.8420], [9.3437, 1.2991, 8.4872], [-1.8691, 1.4057, -14.1474], [-0.3711, 1.3072, -15.0749], [-2.3294, 3.0893, -13.8847], [-3.1646, 0.5251, -14.9579], [-1.7008, 0.9482, -13.1836], [4.0405, -5.7539, -6.3379], [3.1373, -4.2773, -6.7026], [3.0125, -6.9290, -5.5156], [4.7165, -6.4442, -7.8129], [4.8562, -5.4970, -5.6787], [2.8117, 5.6508, 11.9591], [2.1060, 7.1219, 11.2798], [1.6608, 4.8775, 13.0521], [3.3321, 4.5368, 10.6794], [3.6804, 5.9359, 12.5350], [-1.1608, -6.2057, -8.0444], [0.4027, -5.7833, -8.7430], [-2.3083, -6.6513, -9.3077], [-0.9765, -7.4976, -6.8598], [-1.5484, -5.3375, -7.5328], [-5.9602, -6.9803, -10.0735], [-7.0735, -6.7475, -11.4233], [-6.0470, -5.6176, -8.9481], [-6.2970, -8.4989, -9.2399], [-4.9545, -7.0290, -10.4733], [4.5222, 8.9296, 4.5828], [5.9777, 8.5030, 3.6797], [3.1913, 9.2961, 3.4807], [4.0682, 7.6310, 5.6871], [4.7322, 9.8136, 5.1664], [5.3786, 1.6188, 12.8528], [5.1950, 0.1897, 11.8230], [3.8570, 2.4962, 13.0163], [5.9990, 1.1421, 14.4331], [6.0941, 2.2835, 12.3921], [7.0948, -3.0422, 3.1689], [8.5398, -3.4921, 2.2626], [5.6741, -3.0250, 2.1138], [6.8448, -4.1397, 4.5274], [7.2397, -2.0455, 3.5632], [-3.3889, -6.1951, -13.1079], [-4.5108, -5.9621, -14.4464], [-3.4762, -4.8379, -11.9814], [-3.7252, -7.7193, -12.2727], [-2.3870, -6.2427, -13.5081], [8.7029, 4.4814, 13.1382], [8.5285, 3.0678, 12.0925], [7.1588, 5.3252, 13.2965], [9.3200, 4.0119, 14.7191], [9.4131, 5.1548, 12.6817], [-6.5461, 3.9861, -2.2917], [-8.0643, 4.6495, -1.7118], [-5.2708, 4.1902, -1.0848], [-6.7443, 2.2751, -2.7343], [-6.2530, 4.5275, -3.1797]], "atomic_forces_ev_per_a": [[-0.23, -0.22, -0.50], [0.42, -0.11, 0.06], [-0.96, -0.71, 0.92], [-0.10, -0.94, -0.41], [0.29, 0.36, -0.02], [-1.31, 1.13, -0.18], [1.11, -1.09, 0.61], [-0.50, 1.19, -0.23], [-0.42, -0.13, 0.27], [-0.35, -1.39, -0.15], [0.48, 0.78, -0.55], [-0.25, -0.80, 0.58], [-2.38, 2.83, 0.38], [1.81, 0.96, -1.42], [0.61, -2.21, 1.56], [1.61, 0.85, -2.39], [0.26, -1.69, 0.06], [0.88, 0.36, 2.44], [-2.05, -0.32, -0.11], [0.28, 0.25, 0.21], [0.23, -0.19, 0.32], [-0.22, 0.23, -0.13], [0.50, -1.17, 0.68], [-0.12, -0.18, -0.48], [0.17, 0.41, -0.20], [0.27, 0.25, -0.15], [-0.38, -0.06, 0.05], [0.06, -0.27, -0.22], [0.26, -0.60, 0.09], [0.29, -0.17, -0.09], [0.01, 0.19, -0.20], [-0.43, 0.06, 0.09], [0.29, 0.08, 0.26], [0.06, -0.40, -0.08], [0.26, -0.13, -0.26], [0.28, 0.01, 0.04], [-0.05, 0.32, 0.16], [-0.30, 0.28, -0.13], [0.08, 0.15, -0.12], [0.08, 0.36, 0.36], [0.19, 0.42, -0.39], [-0.74, -0.22, -0.74], [0.28, 0.84, 0.32], [-0.16, -0.29, -0.43], [0.04, 0.13, 0.00], [0.08, -0.04, 0.20], [-0.02, 0.01, -0.01], [0.05, 0.06, 0.13], [-0.20, -0.08, -0.36], [-0.36, -0.06, 0.18], [0.03, 0.03, 0.05], [0.04, -0.04, -0.20], [0.08, 0.01, 0.19], [0.09, -0.13, -0.27], [-0.04, 0.17, 0.10], [0.06, 0.12, 0.07], [-0.07, 0.05, 0.04], [0.02, -0.04, 0.06], [-0.13, 0.07, -0.23], [0.03, -0.08, 0.10], [0.05, -0.07, 0.07], [0.06, -0.01, 0.06], [0.03, -0.03, 0.06], [0.17, -0.20, -0.36], [-0.02, 0.06, 0.03], [-0.15, 0.10, 0.12], [-0.14, 0.12, 0.18], [0.00, 0.03, 0.12], [-0.25, -0.33, -0.18], [0.22, 0.24, 0.33], [0.09, 0.12, 0.02], [0.12, -0.03, 0.06], [0.02, 0.12, -0.01], [-0.04, 0.08, -0.21], [0.00, -0.02, 0.05], [0.00, -0.03, 0.05], [0.03, 0.01, 0.00], [0.00, -0.01, 0.07], [-0.14, -0.16, -0.13], [0.09, 0.05, 0.01], [0.11, -0.02, -0.04], [0.01, 0.04, 0.04], [0.04, 0.04, 0.04], [-0.05, -0.27, -0.07], [0.08, 0.07, 0.08], [0.00, 0.07, -0.09], [-0.19, 0.57, -0.01], [0.07, 0.00, 0.01], [0.13, -0.15, -0.03], [-0.04, 0.05, 0.02], [0.07, -0.04, 0.11], [-0.02, -0.04, -0.03], [0.01, 0.05, 0.08], [-0.23, 0.07, 0.13], [0.10, 0.02, 0.07], [0.03, 0.02, -0.01], [0.07, 0.03, -0.03], [-0.24, 0.10, 0.20], [0.03, -0.22, -0.10], [-0.01, 0.05, 0.02], [0.01, 0.03, 0.04], [0.33, 0.09, -0.13], [0.01, 0.06, 0.03], [-0.13, -0.17, 0.17], [-0.08, 0.12, 0.01], [0.16, -0.40, 0.29], [0.06, 0.09, -0.02], [0.03, -0.01, -0.04], [0.00, -0.19, -0.05], [-0.04, 0.06, 0.02], [0.07, 0.08, 0.07], [0.00, 0.07, 0.00], [-0.05, -0.01, -0.03], [-0.26, 0.11, -0.03], [0.07, -0.03, 0.02], [-0.03, 0.03, -0.08], [0.36, -0.19, -0.38], [0.07, -0.03, 0.01], [-0.09, -0.10, 0.23], [0.12, -0.01, -0.11], [0.00, 0.00, -0.04], [0.00, 0.03, -0.07], [0.02, 0.04, -0.06], [-0.22, 0.20, 0.09], [0.11, -0.09, -0.04], [0.08, -0.09, -0.04], [-0.56, 0.69, -0.43], [0.04, -0.04, -0.08]], "mulliken_charge": [-1.26, 0.77, 1.34, -1.11, -0.86, -1.09, -0.44, -1.25, 0.12, -0.22, -0.47, -0.39, -0.24, 0.12, -0.25, 0.68, -0.72, -0.44, -0.35, 0.35, 0.35, 0.43, -0.88, 0.50, 0.56, 0.39, 0.31, 0.56, 0.40, 0.49, 0.37, 0.43, 0.47, 0.33, 0.03, 0.37, 0.49, -0.31, -0.05, 0.35, 0.32, 0.30, 0.33, 0.24, -0.14, -0.16, -0.04, 0.09, 0.69, -0.10, -0.14, -0.08, -0.36, 0.40, -0.14, -0.16, -0.06, -0.03, 0.49, -0.09, -0.15, -0.11, -0.14, 0.27, -0.12, -0.03, -0.09, 0.01, -0.06, -0.10, -0.08, -0.11, 0.34, 0.24, -0.12, -0.13, -0.11, 0.11, -0.02, -0.12, -0.08, -0.12, 0.34, 0.14, -0.17, -0.12, -0.04, 0.20, 0.91, -0.11, 0.04, -0.12, -0.63, 1.00, -0.11, -0.11, -0.14, -0.76, -0.01, -0.12, -0.13, -0.03, 0.30, 0.47, -0.14, -0.09, -0.12, -0.16, 0.57, -0.12, -0.13, -0.12, -0.20, -0.02, -0.11, -0.04, -0.09, 0.35, -0.03, -0.08, -0.09, -0.10, 0.33, 0.00, -0.09, -0.11, -0.09, 0.38]}

{"formula": "C27H41IrN5Sb2", "method": "ωB97M-V/def2-TZVPD", "e_homo_ev": [-15.616, -16.222], "spin_multiplicity": 5, "fmax_ev_per_a": 1.61, "lumo_ha": [-0.351, -0.393], "charge": 3, "energy_ha": -1910.91329, "symbols": ["Ir", "N", "C", "C", "C", "C", "N", "H", "H", "H", "H", "H", "H", "H", "H", "H", "H", "H", "H", "C", "C", "C", "C", "C", "C", "N", "N", "C", "C", "C", "C", "C", "N", "H", "H", "H", "H", "H", "H", "H", "H", "H", "C", "Sb", "C", "C", "C", "C", "C", "C", "C", "C", "C", "Sb", "C", "C", "H", "H", "H", "H", "H", "H", "H", "H", "H", "H", "H", "H", "H", "H", "H", "H", "H", "H", "H", "H"], "xyz": [[0.4861, -0.5057, -0.7399], [2.5106, -0.1984, -1.2965], [2.8802, -0.0042, -2.7242], [2.0071, 1.0145, -3.4030], [2.0489, 2.3437, -2.6496], [0.8271, 3.2141, -2.8654], [-0.4328, 2.6877, -2.2464], [2.8712, 0.6081, -0.7880], [3.0403, -0.9930, -0.9366], [2.8567, -0.9601, -3.2453], [3.9157, 0.3434, -2.7181], [0.9720, 0.6591, -3.4611], [2.3597, 1.1077, -4.4313], [2.9177, 2.9381, -2.9332], [2.1520, 2.1354, -1.5769], [0.6316, 3.3023, -3.9371], [1.0294, 4.2150, -2.4915], [-0.5836, 1.7259, -2.5547], [-1.2054, 3.2289, -2.6266], [3.6057, -5.1174, 0.2143], [2.8653, -5.4670, -0.9112], [1.8362, -4.6536, -1.3495], [1.5614, -3.4814, -0.6512], [2.2964, -3.1267, 0.4770], [3.3235, -3.9472, 0.9101], [0.4803, -2.6046, -1.0303], [-0.2886, -3.0459, -1.9188], [-1.3505, -2.1494, -2.2271], [-2.3874, -2.6448, -2.9923], [-3.4688, -1.8210, -3.2625], [-3.4744, -0.5304, -2.7482], [-2.3874, -0.0977, -2.0110], [-1.3253, -0.8813, -1.7635], [4.4006, -5.7664, 0.5566], [3.0887, -6.3813, -1.4437], [1.2529, -4.9143, -2.2210], [2.0222, -2.2315, 1.0301], [3.8877, -3.6956, 1.7976], [-2.3365, -3.6671, -3.3408], [-4.2951, -2.1818, -3.8608], [-4.3091, 0.1358, -2.9165], [-2.3533, 0.9003, -1.5975], [-2.9365, 3.3602, -0.5833], [-1.0140, 2.7476, 0.1030], [-0.0190, 4.6123, 0.2781], [-1.8226, 2.7289, 2.3169], [-0.8013, 2.3055, 3.2322], [0.1041, 3.2607, 3.7431], [1.1188, 2.8866, 4.5809], [1.2901, 1.5332, 4.9228], [0.4148, 0.5751, 4.4586], [-0.6663, 0.9206, 3.6420], [-1.6913, -0.1067, 3.3587], [-1.5426, -1.3777, 1.5373], [0.0992, -2.5327, 2.2261], [-3.1540, -2.6746, 2.0246], [-3.0154, 4.4368, -0.4319], [-3.7107, 2.8558, -0.0080], [-3.0826, 3.1298, -1.6367], [-0.6537, 5.2439, 0.8991], [0.0773, 5.0595, -0.7080], [0.9614, 4.5022, 0.7355], [-2.6946, 2.0896, 2.2269], [-2.0764, 3.7890, 2.3308], [-0.0246, 4.3032, 3.4787], [1.7850, 3.6317, 4.9941], [2.0959, 1.2496, 5.5866], [0.5303, -0.4543, 4.7761], [-2.7093, 0.2688, 3.3176], [-1.6296, -0.9339, 4.0674], [-0.1676, -2.8987, 3.2192], [1.0015, -1.9302, 2.2877], [0.2618, -3.3847, 1.5691], [-2.9941, -3.0258, 3.0446], [-3.1616, -3.5201, 1.3391], [-4.1012, -2.1432, 1.9563]], "atomic_forces_ev_per_a": [[-1.39, 0.74, 0.35], [0.35, -0.25, 0.87], [0.38, -0.19, -0.31], [-0.07, 0.29, 0.09], [-0.21, 0.00, 0.14], [-0.21, 0.02, -0.38], [0.33, 0.27, -0.33], [0.02, -0.13, 0.09], [0.08, -0.03, -0.07], [-0.09, -0.08, 0.16], [0.02, -0.07, -0.17], [-0.02, -0.23, -0.02], [-0.11, 0.16, 0.00], [0.08, -0.11, -0.04], [-0.11, 0.36, -0.04], [0.17, 0.12, -0.03], [-0.21, 0.01, 0.11], [0.06, 0.24, -0.04], [0.01, -0.03, -0.16], [-0.03, -0.05, 0.00], [-0.01, 0.01, 0.01], [-0.03, -0.07, -0.11], [-0.28, 0.31, -0.13], [0.45, 0.25, -0.30], [-0.05, 0.03, 0.01], [0.60, -1.16, -0.61], [-0.58, 0.72, 0.36], [0.44, -0.46, -0.07], [-0.23, -0.06, -0.09], [0.06, -0.13, -0.03], [0.14, 0.10, 0.13], [-0.12, -0.07, -0.16], [0.04, -0.37, -0.32], [0.01, 0.01, -0.01], [0.01, 0.01, -0.01], [0.02, -0.03, 0.00], [0.54, -0.24, -0.49], [0.02, 0.03, -0.01], [0.00, 0.02, -0.03], [-0.01, 0.00, 0.02], [0.02, 0.02, -0.02], [-0.04, -0.03, 0.04], [0.05, 0.16, 0.10], [0.67, -0.74, -0.16], [-0.20, -0.04, 0.02], [-0.05, -0.18, 1.13], [-0.43, -0.60, -0.15], [0.14, -0.06, -0.05], [0.24, -0.12, 0.19], [0.24, 0.53, 0.05], [-0.56, -0.08, -0.42], [0.25, 0.55, 0.12], [-0.09, -0.51, -0.82], [1.09, 0.83, 0.45], [-0.71, -0.25, 0.69], [-0.18, -0.13, -0.25], [-0.14, -0.02, -0.08], [-0.01, 0.03, 0.02], [-0.05, 0.06, -0.03], [0.11, 0.12, -0.03], [-0.01, 0.11, 0.04], [-0.02, -0.01, 0.01], [0.02, -0.04, -0.20], [0.07, 0.01, -0.01], [-0.02, 0.00, 0.00], [0.01, -0.02, 0.00], [0.01, 0.01, 0.00], [-0.03, 0.01, 0.05], [-0.05, 0.07, 0.17], [-0.11, 0.20, 0.20], [0.11, -0.04, 0.02], [-0.36, 0.06, 0.33], [-0.11, 0.09, 0.22], [0.07, 0.05, -0.04], [-0.02, -0.01, 0.04], [0.04, 0.01, -0.01]], "mulliken_charge": [1.29, -0.60, -0.80, -0.50, -0.03, -1.07, -0.50, 0.43, 0.28, 0.42, 0.50, 0.16, 0.45, 0.41, -0.06, 0.35, 0.54, -0.02, 0.38, -0.54, -0.68, -0.54, 0.09, 0.32, -1.24, 0.76, -0.63, -0.01, -0.38, -0.64, -0.94, 0.16, -0.10, 0.46, 0.45, 0.50, 0.40, 0.45, 0.62, 0.47, 0.52, 0.15, -1.50, 0.84, -1.38, -1.70, 0.64, -0.62, -0.76, -0.78, -0.61, 1.01, -1.62, 0.81, -1.51, -1.20, 0.49, 0.43, 0.49, 0.50, 0.49, 0.36, 0.43, 0.75, 0.50, 0.46, 0.45, 0.49, 0.73, 0.71, 0.65, 0.43, 0.54, 0.42, 0.43, 0.38]}